a:
11
Properties=species:S:1:pos:R:3 method="wB97M-V/def2-TZVPD" e_lumo_ev="1.08 / -0.18" multiplicity=3 homo_ev="-7.03 / -10.49" homo_lumo_gap_ha="0.2981 / 0.3787" charge=0
C 0.842 0.936 -1.149
C -1.198 -0.429 1.442
N 1.660 -0.398 -1.428
N 1.513 -1.517 -1.242
N -0.136 0.397 0.830
O -0.319 0.563 -0.514
H 1.723 1.394 -0.612
H 0.431 1.189 -2.082
H -2.039 -0.458 0.835
H -1.004 -1.458 1.449
H -1.474 -0.219 2.471

=====

b:
11
Properties=species:S:1:pos:R:3 method="wB97M-V/def2-TZVPD" e_lumo_ev="0.97 / -0.84" multiplicity=3 homo_ev="-6.63 / -9.39" homo_lumo_gap_ha="0.2794 / 0.3143" charge=0
C -0.344 -0.677 0.101
C -1.734 -0.836 0.004
N -2.656 1.202 0.022
N 0.171 0.534 0.134
N 1.476 0.901 0.088
O -2.715 -0.056 -0.009
H 0.152 -1.554 -0.073
H -2.041 -1.833 0.169
H -1.653 1.382 -0.234
H 2.121 0.181 -0.189
H 1.451 1.800 -0.290

=====

Most stable of them? a.

=====

a:
6
Properties=species:S:1:pos:R:3 method="wB97M-V/def2-TZVPD" e_lumo_ev="-2.99 / -2.51" homo_ev="-10.47 / -10.74" homo_lumo_gap_ha="0.2747 / 0.3026" charge=0
C -1.468 -0.230 -0.004
N -2.234 -0.924 0.524
N 1.226 0.284 -0.047
O 1.902 0.745 -0.825
O 1.213 -0.275 1.006
O -0.640 0.399 -0.654

=====

b:
6
Properties=species:S:1:pos:R:3 method="wB97M-V/def2-TZVPD" e_lumo_ev="-1.58 / -1.58" homo_ev="-9.41 / -9.41" homo_lumo_gap_ha="0.2876 / 0.2876" charge=0
C -1.042 -0.088 0.101
N 0.729 1.225 -0.130
N -0.220 -0.956 -0.170
O -2.074 0.446 0.046
O 1.615 0.549 0.092
O 0.991 -1.177 0.060

=====

Most stable of them? a.

=====

a:
9
Properties=species:S:1:pos:R:3 method="wB97M-V/def2-TZVPD" e_lumo_ev=-5.17 homo_ev=-17.19 homo_lumo_gap_ha=0.4419 charge=+1
C 0.754 0.341 -0.045
C 2.631 -0.016 0.083
N 1.443 -0.815 0.030
N -0.485 0.732 0.009
O 3.806 -0.184 -0.035
O 1.818 1.134 -0.032
H 1.516 -1.773 -0.172
H -1.154 -0.017 0.021
H -0.501 1.782 0.166

=====

b:
9
Properties=species:S:1:pos:R:3 method="wB97M-V/def2-TZVPD" e_lumo_ev="-7.55 / -7.55" homo_ev="-15.46 / -15.45" homo_lumo_gap_ha="0.2906 / 0.2904" charge=+1
O -0.452 0.696 2.200
C -0.433 0.988 1.036
C -0.072 -0.056 0.019
N 0.310 -1.215 0.544
N 0.584 -1.517 1.777
O 0.158 -2.264 2.546
H -0.661 2.094 0.655
H 0.172 0.223 -1.085
H 0.498 -1.960 -0.047

=====

Most stable of them? a.

=====

a:
9
Properties=species:S:1:pos:R:3 method="wB97M-V/def2-TZVPD" e_lumo_ev="-5.95 / -5.96" homo_ev="-12.06 / -12.06" homo_lumo_gap_ha="0.2242 / 0.2244" charge=+1
C 0.635 0.171 -0.001
N 1.798 -0.424 0.118
N -2.778 0.130 -0.165
O -3.904 -0.220 0.156
H 0.505 1.320 0.065
H 2.622 0.151 0.205
H 2.094 -1.382 0.178
H -0.153 -0.525 -0.018
H -4.716 0.568 0.056

=====

b:
9
Properties=species:S:1:pos:R:3 method="wB97M-V/def2-TZVPD" e_lumo_ev=-4.33 smiles=[NH3+][C@@H]1NO1 homo_ev=-15.78 homo_lumo_gap_ha=0.4209 charge=+1
N -0.503 -0.272 -0.105
C 0.804 -0.126 0.547
N 1.756 0.744 -0.065
O 1.773 -0.747 -0.159
H -0.959 -1.068 0.138
H -0.318 -0.174 -1.052
H -1.033 0.550 0.327
H 0.834 -0.250 1.651
H 1.544 1.126 -0.955

=====

Most stable of them? b.

=====

a:
21
Properties=species:S:1:pos:R:3 method="wB97M-V/def2-TZVPD" e_lumo_ev=3.79 smiles=CNC[C@@H](C[S-])NC homo_ev=-2.49 homo_lumo_gap_ha=0.2307 charge=-1
C -0.224 -2.619 1.495
N -0.040 -1.887 0.253
C -0.932 -0.737 0.125
C -0.228 0.393 -0.634
C -1.220 1.456 -1.101
S -1.870 2.466 0.313
N 0.862 0.929 0.156
C 1.946 1.561 -0.574
H 0.562 -3.374 1.607
H -1.185 -3.123 1.487
H -0.202 -1.977 2.389
H 0.917 -1.558 0.212
H -1.764 -1.034 -0.520
H -1.321 -0.345 1.060
H 0.245 -0.102 -1.493
H -2.057 0.994 -1.634
H -0.717 2.179 -1.759
H 0.480 1.546 0.868
H 1.976 2.632 -0.343
H 1.859 1.433 -1.651
H 2.914 1.167 -0.253

=====

b:
21
Properties=species:S:1:pos:R:3 method="wB97M-V/def2-TZVPD" e_lumo_ev=3.54 smiles=C[C@@H](C[S-])NCCN homo_ev=-2.21 homo_lumo_gap_ha=0.2113 charge=-1
C 1.357 0.972 1.285
C 0.577 0.046 0.365
C 1.033 -1.357 0.222
S 2.786 -1.319 -0.252
N -0.895 0.057 0.696
C -1.603 1.241 0.136
C -2.271 1.178 -1.226
N -3.471 0.257 -0.983
H 1.133 0.645 2.325
H 2.476 0.992 1.165
H 1.138 1.930 1.086
H 0.745 0.545 -0.615
H 0.375 -1.849 -0.540
H 1.069 -1.928 1.130
H -0.946 -0.055 1.787
H -0.847 2.066 0.203
H -2.284 1.580 0.830
H -2.623 2.159 -1.608
H -1.566 0.784 -1.865
H -4.107 0.238 -1.670
H -3.129 -0.681 -0.879

=====

Most stable of them? a.